[1]
ORCA calculation (ωB97M-V/def2-TZVPD) on a 2-piece molecular cluster, C4H9O3S overall in a non-equilibrium geometry.

Computed properties:
Kohn-Sham gap   6.973 eV
E   -781.7619 Eh
Lowest unoccupied orbital energy   0.1041 hartree
Net charge   -1
Molecular weight   137.2 g mol⁻¹

```
17
Properties=species:S:1:pos:R:3:mulliken_charge:R:1
O -1.2290 -0.8438 -1.3969 -0.73
C -1.6368 -0.5302 -0.2867 0.47
O -2.8130 -0.2940 0.1041 -0.75
C -0.7028 -0.3632 1.0014 -0.73
C 0.5113 0.6172 0.6572 -0.56
C 1.8676 0.3316 1.4325 -0.52
S 3.0667 1.8166 1.2889 -0.29
H -0.4052 -1.3192 1.3220 0.36
H -1.3587 -0.0291 1.7709 0.34
H 0.6798 0.4578 -0.4611 0.29
H 0.0745 1.6126 0.8239 0.34
H 1.5667 0.2220 2.4908 0.35
H 2.4737 -0.5125 1.0135 0.32
H 4.2015 1.3271 1.8763 0.10
H -2.1640 -2.4957 -2.8310 0.32
H -2.4885 -1.3176 -3.8012 0.32
O -2.4433 -2.2802 -3.6637 -0.63
```


[2]
ORCA calculation (ωB97M-V/def2-TZVPD) on an isolated ion of composition C6H14NO and charge +1 in a non-equilibrium geometry.

Computed properties:
Kohn-Sham gap   9.028 eV
Structure (SMILES)   [NH3+]CCC/C=C/CO
E   -366.7176 Eh
Lowest unoccupied orbital energy   -0.1332 hartree
Net charge   +1
Molecular weight   116.2 g mol⁻¹

```
22
Properties=species:S:1:pos:R:3:mulliken_charge:R:1
N 1.0678 0.3367 -2.6149 -0.22
C 1.6196 1.3810 -1.6446 -0.70
C 0.7320 1.4613 -0.4328 -0.64
C 0.9239 0.3692 0.6243 -0.89
C -0.2900 -0.4997 0.8112 0.00
C -1.0612 -0.5030 1.8700 -0.46
C -2.2966 -1.3507 1.9554 -0.46
O -2.0364 -2.6138 1.3437 -0.52
H 0.7067 -0.4054 -2.0118 0.24
H 1.8506 -0.0241 -3.1635 0.38
H 0.3628 0.6893 -3.2598 0.36
H 2.6346 1.0457 -1.4325 0.39
H 1.7491 2.3399 -2.1495 0.38
H 0.9417 2.4165 0.0332 0.37
H -0.3193 1.6140 -0.6931 0.46
H 1.1889 0.7442 1.6052 0.43
H 1.7883 -0.2636 0.3688 0.39
H -0.4119 -1.2639 0.0471 0.26
H -0.7451 0.0958 2.7233 0.33
H -3.0766 -0.8609 1.3586 0.23
H -2.7020 -1.4032 2.9702 0.36
H -2.6269 -3.3052 1.6914 0.31
```


[3]
ORCA calculation (ωB97M-V/def2-TZVPD) on C15H13ClF3N3ORhS5 as an isolated structure in a non-equilibrium geometry.

Computed properties:
Multiplicity   5
Kohn-Sham gap (alpha / beta)   4.277 / 5.757 eV
E   -3680.2066 Eh
Lowest unoccupied orbital energy (alpha / beta)   0.0749 / 0.0623 hartree
Net charge   -1
Molecular weight   607.0 g mol⁻¹

```
42
Properties=species:S:1:pos:R:3:lowdin_spin:R:1
Rh 0.3729 1.0446 -0.4029 2.04
O -1.9994 7.5385 -0.6654 0.01
C -1.5766 6.4158 -0.6310 0.01
S -1.5235 5.4298 0.8336 0.00
C -0.8170 3.9729 0.1182 0.04
C -0.5564 4.0315 -1.2191 0.07
S 0.1671 2.7995 -2.1548 0.24
S -0.9532 5.5464 -2.0363 0.02
S -0.4841 2.6531 1.1472 0.33
Cl 2.8987 -2.2825 4.2051 0.01
C 2.7251 -1.3479 2.7537 0.08
C 3.1004 -1.9141 1.5712 0.19
C 2.8091 -1.2040 0.2847 0.05
C 2.5603 0.2893 0.4472 0.13
C 2.6746 1.1127 -0.6871 0.22
C 2.3105 0.7875 1.7402 0.12
C 2.2961 -0.0231 2.8705 0.20
H 3.4902 -2.9146 1.5087 0.01
H 3.6132 -1.3775 -0.4457 0.01
H 3.0340 0.6861 -1.6160 0.02
H 2.8771 2.1690 -0.5487 0.01
H 2.1507 1.8514 1.8469 0.00
H 2.0048 0.3712 3.8298 0.01
C -2.3487 -4.0615 0.4243 0.00
C -3.1611 -2.7829 0.6550 0.00
C -2.6920 -1.6983 -0.2381 0.01
N -1.9054 -0.7499 0.1071 0.01
N -1.5410 0.0637 -0.8745 0.06
C -2.0669 -0.2182 -2.0380 0.01
N -1.8246 0.4353 -3.1909 0.01
S -3.1063 -1.6451 -1.9717 0.01
H -2.7084 -4.8568 1.0731 0.00
H -1.3025 -3.8711 0.6508 0.00
H -2.4345 -4.3858 -0.6123 0.00
H -3.0181 -2.4281 1.6765 0.00
H -4.2245 -2.9703 0.4822 0.00
H -1.2607 1.2800 -3.1137 0.01
H -2.5420 0.4102 -3.8943 0.00
F 0.5233 -1.8433 0.5239 0.01
C 1.5607 -1.8638 -0.3162 0.03
F 1.7594 -3.1608 -0.6276 0.00
F 1.1201 -1.2909 -1.4671 0.04
```


The highest molecular weight belongs to which entry? C15H13ClF3N3ORhS5